Entry 1:
{
  "formula": "C19H17N4O8V",
  "method": "the ωB97M-V functional and the def2-TZVPD basis",
  "species": ["V", "O", "O", "O", "O", "O", "O", "O", "O", "N", "N", "N", "N", "C", "C", "C", "C", "C", "C", "C", "C", "C", "C", "C", "C", "C", "C", "C", "C", "C", "C", "C", "H", "H", "H", "H", "H", "H", "H", "H", "H", "H", "H", "H", "H", "H", "H", "H", "H"],
  "coordinates": [[-0.89568, -0.54844, -0.78583], [4.68332, 2.73009, 1.88927], [-3.60722, -1.98685, -1.32091], [0.11802, -1.24887, -4.83368], [-1.38461, -1.81599, 0.80046], [-0.09241, -0.17830, -2.87494], [-2.66257, -0.13298, -1.69291], [-0.64144, 4.18519, 4.43550], [-1.93306, -3.84782, 1.40142], [-3.68317, -0.91831, -1.89088], [-1.24266, 1.22141, 0.44969], [-0.78144, -2.36267, -1.62068], [1.07914, 0.02176, -0.11260], [-1.38411, -4.65022, -1.48885], [-2.44827, 1.67488, 0.78620], [-0.15165, -1.19568, -3.54238], [-1.64200, 4.25569, 3.44228], [-0.68763, -3.70929, -3.58090], [-2.62230, 2.64776, 1.75604], [3.53946, 1.12012, 0.57963], [4.87269, 1.71738, 0.92777], [-1.10764, -4.80660, -2.83758], [-0.25532, 2.69201, 2.04356], [1.14410, 1.13166, 0.64064], [-1.51194, 3.17261, 2.39819], [2.35635, 1.70649, 0.99855], [-0.15882, 1.71763, 1.06526], [2.22303, -0.53870, -0.51684], [-1.54066, -2.98499, 0.48560], [-0.53850, -2.49728, -2.93437], [-1.22459, -3.40424, -0.90297], [3.46283, -0.03439, -0.19228], [0.31065, -0.34941, -5.14800], [4.35400, -0.53950, -0.54141], [2.39178, 2.60465, 1.59366], [-3.62391, 2.97736, 1.99901], [-0.49338, -3.79047, -4.64095], [2.12300, -1.43381, -1.11858], [-1.73808, -5.50003, -0.91846], [-3.27578, 1.23779, 0.24365], [-2.08904, -4.72852, 1.03487], [-1.51343, 5.22346, 2.95311], [-2.64903, 4.24390, 3.86797], [-1.23501, -5.76760, -3.31457], [-0.84512, 3.46402, 5.03992], [5.53325, 3.11754, 2.11825], [5.32191, 2.11728, 0.01078], [5.52707, 0.92102, 1.29876], [0.61987, 3.06928, 2.55053]],
  "atomic_forces_ev_per_a": [[-0.18, 1.13, 0.00], [0.01, 0.01, 0.02], [-0.08, 0.02, -0.08], [-0.02, 0.09, 0.06], [-0.04, -0.06, 0.14], [0.01, -0.07, 0.05], [-0.28, -0.21, -0.04], [0.01, -0.01, -0.03], [-0.09, -0.09, -0.15], [0.29, 0.06, 0.23], [0.23, -0.26, -0.17], [0.05, -0.31, -0.33], [-0.08, 0.06, 0.11], [-0.08, -0.01, 0.31], [0.07, 0.08, -0.03], [0.01, -0.13, -0.14], [0.00, 0.03, 0.00], [0.00, 0.01, -0.12], [-0.08, -0.06, -0.12], [-0.01, 0.02, -0.01], [0.00, 0.00, 0.01], [0.06, 0.10, -0.12], [-0.08, -0.07, -0.07], [0.00, 0.13, 0.13], [0.05, 0.01, 0.01], [-0.04, -0.10, -0.05], [0.12, 0.01, 0.08], [-0.02, -0.03, 0.03], [0.08, -0.09, 0.24], [-0.01, -0.08, 0.31], [0.10, -0.21, -0.42], [-0.01, -0.04, -0.05], [0.00, -0.05, -0.02], [0.01, 0.02, 0.01], [0.03, 0.01, -0.01], [0.02, 0.03, 0.03], [0.00, 0.02, 0.00], [0.04, 0.00, 0.00], [0.00, 0.01, 0.00], [-0.04, 0.03, 0.04], [0.02, 0.02, 0.04], [-0.01, 0.00, 0.00], [0.01, -0.03, 0.02], [-0.01, -0.01, 0.02], [-0.01, 0.01, 0.01], [-0.01, 0.00, -0.01], [0.00, -0.02, -0.01], [0.00, 0.01, 0.01], [-0.02, 0.02, 0.03]],
  "e_above_lowest_kcal_mol": 0.0,
  "spin_multiplicity": 4,
  "charge": 1,
  "homo_energy_ev": [-10.09, -11.28],
  "lumo_energy_ev": [-3.5652, -3.7900],
  "orbital_gap_ev": [6.52, 7.49]
}

Entry 2:
{
  "formula": "C6H12N6O2",
  "method": "the ωB97M-V functional and the def2-TZVPD basis",
  "species": ["O", "O", "N", "N", "N", "N", "N", "N", "C", "C", "C", "C", "C", "C", "H", "H", "H", "H", "H", "H", "H", "H", "H", "H", "H", "H"],
  "coordinates": [[-1.44529, 3.03904, 0.49253], [1.36215, -1.02860, -1.78028], [-0.26902, 3.53971, -2.02002], [-0.98380, 1.98671, -0.31088], [-1.86242, 0.59265, 1.46159], [1.30368, 1.38589, -3.16019], [-0.30937, -1.46330, 0.38338], [0.62169, 0.10821, -1.28777], [-0.22282, -0.17665, -0.18942], [0.66501, 1.26051, -2.09513], [-0.88530, 0.81204, 0.42732], [0.93352, -3.38794, 1.60844], [0.80287, -1.85149, 1.25635], [-0.22346, 2.42037, -1.45298], [0.60273, -1.61291, -1.78419], [1.70602, -3.63884, 2.30445], [-2.64134, 1.15143, 1.18766], [1.73285, -1.65485, 0.82283], [-0.84465, 4.24490, -1.59208], [0.05592, -3.66817, 1.96998], [-1.18125, -1.57342, 0.87595], [1.79982, 0.59307, -3.49972], [0.47414, -1.25337, 2.14493], [-0.82079, 3.46648, 1.09426], [-1.53590, 0.57005, 2.39055], [1.16500, -3.86154, 0.75244]],
  "atomic_forces_ev_per_a": [[-1.57, 0.70, -0.76], [-1.05, 1.66, 0.65], [0.65, -0.34, -0.07], [0.51, 2.65, 0.39], [0.99, -0.57, -2.77], [-0.48, 1.52, -0.18], [0.79, -1.26, -2.50], [0.68, -0.80, -0.14], [0.36, -0.13, 1.76], [-1.34, -0.17, 1.49], [-0.05, -1.04, -0.38], [1.47, 4.19, 0.21], [-1.56, -0.86, 2.14], [0.30, -1.74, -0.23], [0.03, -1.23, -0.32], [0.52, 0.43, 0.63], [-0.71, 0.35, 0.95], [1.24, 1.38, -0.54], [-0.39, -0.01, 0.44], [-3.87, -1.77, 1.60], [-0.23, 0.29, -0.14], [0.36, -0.86, 0.16], [1.73, -0.45, 0.11], [0.99, -0.64, -0.32], [0.09, 0.59, 0.93], [0.54, -1.88, -3.10]],
  "e_above_lowest_kcal_mol": 0.0,
  "spin_multiplicity": 1,
  "homo_energy_ev": -7.42,
  "lumo_energy_ev": 0.3551,
  "orbital_gap_ev": 7.77
}

Entry 3:
{
  "formula": "C33H31BrFeN4O8",
  "method": "the ωB97M-V functional and the def2-TZVPD basis",
  "species": ["Br", "Fe", "O", "O", "O", "O", "O", "O", "O", "O", "N", "N", "N", "N", "C", "C", "C", "C", "C", "C", "C", "C", "C", "C", "C", "C", "C", "C", "C", "C", "C", "C", "C", "C", "C", "C", "C", "C", "C", "C", "C", "C", "C", "C", "C", "C", "C", "H", "H", "H", "H", "H", "H", "H", "H", "H", "H", "H", "H", "H", "H", "H", "H", "H", "H", "H", "H", "H", "H", "H", "H", "H", "H", "H", "H", "H", "H", "H"],
  "coordinates": [[7.34875, -0.46882, -0.34304], [0.68211, 0.44702, -0.25885], [-5.09984, 4.05452, 0.16909], [0.32265, -0.54906, 3.54414], [0.45000, -1.46707, 0.15277], [-1.34790, 1.19848, -0.28184], [0.60354, 0.66201, 1.68568], [1.07073, 2.45873, -0.56276], [-4.02056, -5.81864, -1.76067], [0.31958, -2.83830, 1.90255], [-2.43132, -1.65305, -0.18040], [0.51130, 0.28656, -2.20605], [-0.46496, 0.64138, -7.46655], [-1.77449, -5.71447, -1.85414], [4.63044, -1.12580, -0.98062], [-3.74869, 3.81220, 0.10691], [-0.11393, -5.25835, -0.01540], [-3.20520, 2.57895, -0.10512], [1.36277, 4.65909, 0.15617], [-3.13082, -3.85350, -0.83567], [0.45533, -0.43589, 2.32966], [-1.57890, 4.79263, 0.22410], [-0.43969, -5.20667, -1.49842], [0.40743, -1.71472, 1.40958], [5.43877, -0.24050, -0.29219], [3.25199, -0.93073, -0.94021], [-1.78126, -6.99760, -2.54623], [-0.97232, -0.01342, -4.05770], [-4.59861, -2.42782, 0.42658], [-1.77605, 2.36952, -0.15074], [-0.25899, 0.56319, -6.33667], [-3.59408, -1.46515, 0.41999], [-0.67872, -0.08097, -2.71022], [-0.95300, 3.55305, -0.01482], [3.51556, 0.96254, 0.44824], [2.63117, 0.12404, -0.25062], [1.44417, 0.75069, -3.05164], [4.89795, 0.80227, 0.43840], [1.23300, 0.85904, -4.41188], [-2.98768, -5.19058, -1.51836], [0.47925, 3.46680, -0.16583], [-5.94910, 2.94322, 0.00410], [-2.19984, -2.81874, -0.76954], [-1.39132, -8.16031, -1.64145], [0.00148, 0.46717, -4.93050], [-4.36580, -3.62293, -0.22444], [-2.93652, 4.95373, 0.28766], [5.06631, -1.95455, -1.52644], [-0.29009, -4.20624, -1.89592], [-5.81075, 2.47463, -0.97490], [-0.80029, -4.66752, 0.58840], [-6.96726, 3.32046, 0.08474], [-2.04700, -8.19131, -0.77059], [-1.08768, -6.92673, -3.38993], [-3.39865, 5.91597, 0.46002], [-1.94337, -0.32145, -4.41939], [2.62382, -1.65041, -1.46080], [-3.80756, 1.69101, -0.23410], [5.54460, 1.47401, 0.99104], [-0.12219, -6.28955, 0.34466], [-1.39976, -0.41447, -1.97562], [-5.77804, 2.18993, 0.77880], [-2.78113, -7.15602, -2.93864], [-0.96273, 5.67308, 0.35352], [-1.20336, -2.88194, -1.17550], [2.38017, 1.03994, -2.59543], [-1.48505, -9.10618, -2.17962], [0.97700, 5.60940, -0.20890], [2.01240, 1.24232, -5.05544], [-5.11561, -4.40008, -0.27034], [-3.71452, -0.50632, 0.91531], [-0.36262, -8.07072, -1.28972], [1.46230, 4.72457, 1.24218], [0.86389, -4.81604, 0.17347], [-5.53802, -2.24162, 0.93165], [2.34482, 4.46941, -0.27145], [3.10069, 1.77368, 1.03903], [0.25957, -5.83788, -2.05060]],
  "atomic_forces_ev_per_a": [[0.00, 0.00, 0.00], [0.35, 0.43, -0.17], [0.02, 0.00, -0.01], [0.05, -0.01, -0.04], [-0.22, 0.08, -0.18], [0.01, -0.23, -0.15], [0.16, 0.04, 0.02], [0.16, -0.11, 0.32], [0.00, 0.03, -0.03], [-0.04, 0.02, 0.00], [-0.26, 0.06, -0.03], [-0.07, 0.18, 0.02], [0.01, 0.00, 0.03], [-0.01, 0.06, -0.09], [0.02, 0.00, 0.01], [-0.03, -0.01, 0.02], [0.00, 0.00, 0.02], [-0.02, 0.00, -0.04], [-0.01, 0.01, -0.05], [-0.03, 0.00, 0.11], [-0.14, 0.00, 0.03], [-0.01, 0.00, 0.02], [0.01, -0.02, 0.04], [-0.04, -0.03, 0.08], [0.00, -0.01, -0.01], [-0.02, -0.03, 0.02], [0.00, 0.01, -0.02], [0.05, -0.01, -0.04], [0.02, 0.02, 0.03], [0.07, 0.02, 0.12], [-0.03, 0.01, -0.15], [-0.02, -0.06, -0.03], [0.11, -0.15, 0.09], [0.00, -0.06, 0.05], [0.00, 0.02, 0.00], [-0.04, -0.01, -0.07], [-0.07, -0.06, 0.06], [0.01, 0.01, 0.00], [-0.03, -0.03, -0.02], [0.02, -0.10, 0.05], [-0.13, 0.00, -0.13], [0.00, -0.01, 0.00], [0.10, -0.01, 0.03], [-0.02, 0.00, 0.01], [0.01, 0.00, 0.10], [0.08, -0.03, 0.01], [0.02, 0.02, 0.00], [0.00, 0.00, -0.01], [0.02, -0.02, -0.01], [0.00, 0.00, 0.00], [0.02, 0.01, -0.03], [0.00, 0.00, 0.00], [-0.01, -0.01, -0.01], [0.01, -0.02, 0.01], [0.00, 0.00, 0.01], [0.00, 0.01, -0.01], [0.00, 0.00, -0.01], [0.01, -0.01, 0.00], [0.00, 0.00, 0.01], [-0.02, -0.02, 0.00], [-0.02, -0.01, 0.03], [0.00, 0.00, 0.00], [0.00, 0.02, -0.01], [0.00, 0.00, 0.01], [0.01, 0.00, -0.03], [0.00, 0.01, 0.02], [0.01, 0.00, -0.01], [0.01, 0.00, -0.02], [-0.01, 0.00, -0.01], [0.00, -0.01, 0.00], [-0.03, 0.01, -0.01], [0.00, 0.01, 0.01], [-0.01, 0.01, 0.00], [-0.02, 0.00, -0.01], [0.00, 0.00, 0.00], [0.00, -0.01, 0.01], [0.00, 0.00, -0.01], [0.01, -0.01, 0.03]],
  "spin_multiplicity": 1,
  "charge": -2,
  "homo_energy_ev": [-1.69, -1.68],
  "lumo_energy_ev": [4.1174, 4.1174],
  "orbital_gap_ev": [5.81, 5.80]
}